This record from OMol25 describes C34H33BF6O2S as an isolated structure. The level of theory is ωB97M-V/def2-TZVPD.

Computed properties:
E_HOMO: -4.86 eV
HOMO-LUMO gap: 2.98 eV
Molecular weight: 630.50 g mol⁻¹
ΔE to the lowest compared entry with this formula, charge and spin: 190.10 kcal/mol

Geometry as XYZ:
```
77
C34H33BF6O2S (ωB97M-V/def2-TZVPD)
C -3.57 -3.11 3.12
C -3.21 -2.53 1.80
C -2.36 -3.11 0.86
C -2.12 -2.27 -0.27
C -2.44 -0.87 0.06
B 2.15 0.15 1.79
C -2.81 0.04 -1.10
C -3.03 1.39 -0.77
C -2.92 2.36 -1.76
C -2.92 3.80 -1.33
F -3.54 4.65 -2.19
F -3.49 3.97 -0.10
F -1.62 4.25 -1.21
C -2.74 2.03 -3.11
C -2.55 0.67 -3.41
C -2.37 0.17 -4.83
F -1.49 -0.90 -4.83
F -3.54 -0.29 -5.39
F -1.85 1.12 -5.67
C -2.56 -0.30 -2.42
O 1.80 -0.62 2.95
C 3.07 -1.26 3.11
C 3.98 -0.29 3.86
C 2.93 -2.52 3.93
C 3.57 -1.50 1.64
C 5.05 -1.34 1.40
C 3.07 -2.83 1.06
O 3.00 -0.40 0.87
S -3.78 -1.00 1.28
H -3.21 -4.14 3.22
H -3.14 -2.54 3.95
H -4.66 -3.08 3.23
H -2.02 -4.13 0.94
H -1.47 -2.44 -1.11
H -3.24 1.64 0.24
H -2.68 2.78 -3.88
H -2.39 -1.33 -2.72
H 4.98 -0.70 4.05
H 4.12 0.68 3.37
H 3.54 -0.11 4.84
H 3.84 -3.16 3.84
H 2.83 -2.27 5.01
H 2.05 -3.11 3.61
H 5.59 -2.11 1.98
H 5.24 -1.51 0.35
H 5.40 -0.36 1.70
H 3.52 -3.64 1.65
H 1.97 -2.94 1.12
H 3.40 -2.92 0.01
C -1.01 -0.43 0.62
C -0.73 0.82 1.52
C -1.70 1.19 2.49
C -1.89 2.55 2.84
C -1.01 3.51 2.32
C 0.14 3.11 1.64
C 0.37 1.73 1.37
C 0.06 -0.36 -0.56
C 0.11 0.76 -1.27
C 0.72 0.90 -2.61
C 0.59 2.10 -3.35
C 0.89 2.14 -4.70
C 1.43 1.01 -5.33
C 1.69 -0.15 -4.58
C 1.36 -0.20 -3.22
H -0.66 -1.29 1.27
H -2.41 0.44 2.94
H -2.77 2.82 3.45
H -1.21 4.58 2.42
H 0.87 3.86 1.27
H 1.33 1.52 0.80
H 0.68 -1.22 -0.87
H -0.44 1.67 -0.90
H 0.18 3.00 -2.86
H 0.70 3.05 -5.28
H 1.65 1.02 -6.40
H 2.13 -1.03 -5.05
H 1.55 -1.12 -2.68
```

Here are the Mulliken charges for atoms 1 to 8, given in e: -1.304 1.020 -1.227 -1.119 2.370 1.010 -0.871 -0.763

---

This record from OMol25 describes CHBr2FO as an isolated structure. The level of theory is ωB97M-V/def2-TZVPD.

Computed properties:
E_HOMO: -9.40 eV
HOMO-LUMO gap: 9.05 eV
Molecular weight: 207.82 g mol⁻¹
ΔE to the lowest compared entry with this formula, charge and spin: 107.39 kcal/mol

Geometry as XYZ:
```
6
CHBr2FO (ωB97M-V/def2-TZVPD)
C -0.96 -0.83 0.20
O 2.00 0.86 0.03
F -1.33 -0.36 1.36
Br 0.53 1.08 -0.79
Br -2.51 -0.68 -0.92
H 2.27 -0.07 0.12
```

What are the natural (NBO) partial charges on each atom? They are as follows, in elementary charge units: 0.223 -0.819 -0.346 0.479 -0.035 0.497

---

This record from OMol25 describes CH3I3Si as an isolated structure. The level of theory is ωB97M-V/def2-TZVPD.

Computed properties:
E_HOMO: -8.17 eV
HOMO-LUMO gap: 6.77 eV
Molecular weight: 423.83 g mol⁻¹
ΔE to the lowest compared entry with this formula, charge and spin: 162.55 kcal/mol

Geometry as XYZ:
```
8
CH3I3Si (ωB97M-V/def2-TZVPD)
C 1.36 -0.01 -0.14
Si -1.47 -0.02 0.01
I 1.89 -2.03 -0.32
I 2.08 1.27 -1.61
I 1.77 0.81 1.87
H -1.50 0.51 1.52
H -2.28 0.82 -0.87
H -1.84 -1.34 -0.46
```

What are the natural (NBO) partial charges on each atom? They are as follows, in elementary charge units: -1.060 0.888 0.228 0.237 0.156 -0.115 -0.174 -0.160

---

This record from OMol25 describes C27H31Cl2KN5S5 as an isolated structure. The level of theory is ωB97M-V/def2-TZVPD.

Computed properties:
E_HOMO: -4.07 eV
Charge: -1
HOMO-LUMO gap: 6.06 eV
Molecular weight: 695.92 g mol⁻¹
ΔE to the lowest compared entry with this formula, charge and spin: 11.58 kcal/mol

Geometry as XYZ:
```
71
C27H31Cl2KN5S5 (ωB97M-V/def2-TZVPD)
K -0.44 1.16 0.43
C -3.37 4.71 2.67
S -3.23 5.41 1.02
C -1.82 4.44 0.42
S -0.43 4.29 1.40
N -2.03 4.03 -0.79
N -1.43 3.01 -1.39
C -0.99 3.18 -2.58
C -0.70 2.01 -3.43
C -0.14 2.20 -4.69
C 0.00 1.13 -5.54
C -0.42 -0.13 -5.12
C -0.93 -0.23 -3.83
N -1.06 0.80 -2.99
H -4.13 5.29 3.19
H -2.42 4.79 3.20
H -3.69 3.67 2.63
H -0.94 4.17 -3.03
H 0.15 3.20 -5.00
H 0.42 1.26 -6.53
H -0.35 -1.00 -5.75
H -1.24 -1.19 -3.45
C 0.96 -3.80 -0.44
C 2.07 -3.32 0.49
S 1.68 -1.72 1.27
C 3.23 -0.83 1.05
C 3.70 -0.60 -0.39
S 2.46 0.12 -1.50
C 2.54 -1.03 -2.89
C 2.13 -2.48 -2.64
S 0.54 -2.70 -1.81
H 0.02 -3.90 0.10
H 1.21 -4.79 -0.84
H 3.02 -3.27 -0.03
H 2.19 -4.07 1.28
H 4.03 -1.33 1.60
H 3.03 0.12 1.54
H 4.03 -1.54 -0.84
H 4.57 0.07 -0.36
H 3.56 -1.02 -3.30
H 1.89 -0.58 -3.64
H 2.89 -3.00 -2.05
H 2.10 -2.99 -3.61
C -3.82 -3.68 -1.06
C -3.61 -4.02 0.28
C -2.92 -3.16 1.12
C -2.44 -1.96 0.62
C -2.65 -1.61 -0.71
C -3.34 -2.47 -1.55
N -1.71 -0.99 1.42
N -1.34 -1.43 2.52
C -0.63 -0.52 3.40
C -0.95 -0.77 4.74
C -0.31 -0.06 5.75
C 0.66 0.87 5.39
C 0.95 1.07 4.05
C 0.35 0.39 2.97
H -4.36 -4.35 -1.71
H -3.98 -4.96 0.66
H -2.74 -3.40 2.16
H -2.27 -0.66 -1.08
H -3.50 -2.20 -2.58
H -1.71 -1.50 4.99
H -0.57 -0.24 6.78
H 1.19 1.42 6.16
H 1.70 1.83 3.83
Cl 2.75 2.81 0.27
C 2.97 3.77 1.73
Cl 4.48 4.72 1.68
H 3.02 3.10 2.58
H 2.14 4.46 1.80
```

Here are the Mulliken charges for atoms 1 to 8, given in e: 0.781 -0.776 -0.138 0.186 -0.376 -0.879 0.394 -0.895

---

This record from OMol25 describes C3H2ClNO in the gas phase. The level of theory is ωB97M-V/def2-TZVPD.

Computed properties:
E_HOMO: -9.16 eV
HOMO-LUMO gap: 8.32 eV
Molecular weight: 103.51 g mol⁻¹
ΔE to the lowest compared entry with this formula, charge and spin: 87.21 kcal/mol

Geometry as XYZ:
```
8
C3H2ClNO (ωB97M-V/def2-TZVPD)
C 1.36 0.99 0.18
C -1.95 0.27 -0.16
C 0.37 -0.41 0.08
N -1.05 -0.47 -0.29
O -2.97 0.79 -0.24
Cl 2.78 0.45 -0.29
H 0.94 -1.02 -0.49
H 0.52 -0.61 1.21
```

What are the natural (NBO) partial charges on each atom? They are as follows, in elementary charge units: -0.058 0.859 -0.311 -0.542 -0.492 0.137 0.186 0.221

---

This record from OMol25 describes C12H33AsF6KN3O3 as an isolated structure. The level of theory is ωB97M-V/def2-TZVPD.

Computed properties:
Spin multiplicity: 2
E_HOMO (alpha / beta): -12.54 / -12.54 eV
Charge: +1
HOMO-LUMO gap (alpha / beta): 9.63 / 2.91 eV
⟨S²⟩: 0.756
Molecular weight: 495.42 g mol⁻¹
ΔE to the lowest compared entry with this formula, charge and spin: 33.86 kcal/mol

Geometry as XYZ:
```
59
C12H33AsF6KN3O3 (ωB97M-V/def2-TZVPD)
K -7.02 27.40 -2.03
As -4.28 29.36 -0.46
F -4.39 27.80 0.51
F -6.08 29.47 -0.39
F -4.33 30.81 -1.55
F -2.46 29.31 -0.35
F -4.32 28.35 -1.92
F -4.16 30.33 1.04
C -8.79 23.88 -5.29
C -9.23 25.16 -4.56
C -10.23 24.92 -3.39
O -11.37 24.14 -3.71
C -12.14 23.61 -2.56
N -8.04 25.76 -4.10
H -8.53 23.06 -4.62
H -8.05 23.87 -6.09
H -9.73 23.48 -5.68
H -9.66 25.93 -5.19
H -10.49 25.85 -2.88
H -9.71 24.36 -2.61
H -11.66 22.82 -1.98
H -13.05 23.16 -2.93
H -12.52 24.43 -1.95
H -7.47 25.00 -3.75
H -7.51 25.96 -4.93
C -9.46 29.01 -0.11
C -9.02 27.77 0.57
C -9.75 27.59 1.96
O -9.34 26.30 2.38
C -10.01 25.92 3.61
N -9.08 26.68 -0.38
H -10.52 29.07 -0.35
H -8.94 29.13 -1.06
H -9.08 29.83 0.50
H -7.98 27.83 0.87
H -10.83 27.60 1.86
H -9.45 28.38 2.65
H -11.07 25.80 3.41
H -9.76 26.64 4.39
H -9.59 24.99 3.97
H -10.07 26.55 -0.52
H -8.84 25.87 0.18
C -4.38 23.17 -1.21
C -5.39 23.89 -0.39
C -5.22 23.76 1.10
O -6.13 24.47 1.92
C -6.05 24.17 3.30
N -5.39 25.28 -0.85
H -3.37 23.54 -1.04
H -4.52 23.30 -2.28
H -4.27 22.10 -1.01
H -6.35 23.54 -0.75
H -4.24 24.13 1.40
H -5.33 22.69 1.28
H -5.91 23.12 3.52
H -6.98 24.49 3.77
H -5.16 24.63 3.73
H -4.43 25.58 -0.91
H -5.73 25.73 -0.01
```

Here are the natural (NBO) charges for atoms 1 to 8, given in e: 0.945 2.780 -0.666 -0.651 -0.600 -0.599 -0.647 -0.595

---

This record from OMol25 describes a 2-piece molecular cluster, C8H19NO overall. The level of theory is ωB97M-V/def2-TZVPD.

Computed properties:
E_HOMO: -9.64 eV
HOMO-LUMO gap: 10.46 eV
Molecular weight: 145.25 g mol⁻¹
Structure (SMILES): CNC(C)=O.CCCCC
ΔE to the lowest compared entry with this formula, charge and spin: 125.15 kcal/mol

Geometry as XYZ:
```
29
C8H19NO (ωB97M-V/def2-TZVPD)
C -0.87 -2.24 -0.81
C -1.44 -1.20 0.24
C -3.41 0.48 0.49
C 3.30 -1.21 0.11
C 2.10 -0.40 0.56
C 1.47 0.75 -0.26
C 0.69 1.73 0.46
C -0.25 2.60 -0.49
H -0.94 -1.97 -1.75
H -1.37 -3.16 -0.59
H 0.20 -2.71 -0.62
H -3.17 -1.18 -1.10
H -2.74 0.40 1.40
H -3.14 1.38 0.16
H -4.53 0.41 0.57
H 3.20 -2.12 -0.75
H 4.20 -0.52 -0.26
H 3.87 -1.79 0.78
H 2.42 -0.20 1.68
H 1.14 -1.09 0.58
H 2.18 1.39 -0.98
H 0.69 0.20 -0.79
H 1.31 2.57 0.96
H 0.20 1.25 1.53
H -0.65 1.74 -1.31
H -0.94 3.09 0.14
H 0.14 3.60 -1.02
N -2.63 -0.62 -0.27
O -1.02 -1.17 1.35
```

Here are the natural (NBO) charges for atoms 1 to 8, given in e: -0.720 0.694 -0.420 -0.608 -0.437 -0.423 -0.402 -0.623

---

This record from OMol25 describes C5H7N in the gas phase. The level of theory is ωB97M-V/def2-TZVPD.

Computed properties:
E_HOMO (alpha / beta): -6.60 / -6.63 eV
HOMO-LUMO gap (alpha / beta): 7.58 / 7.60 eV
Molecular weight: 81.12 g mol⁻¹
ΔE to the lowest compared entry with this formula, charge and spin: 75.69 kcal/mol

Geometry as XYZ:
```
13
C5H7N (ωB97M-V/def2-TZVPD)
C 1.21 -0.80 -0.51
C 0.49 0.13 -1.46
C 0.15 -1.01 0.53
N -0.69 0.03 0.45
C -1.23 0.72 1.46
C -0.63 0.56 -0.89
H 2.04 -0.23 -0.05
H 1.65 -1.69 -0.96
H 0.86 0.44 -2.43
H 0.21 -1.59 1.44
H -0.66 0.73 2.37
H -2.00 1.45 1.25
H -1.40 1.25 -1.20
```

Here are the natural (NBO) charges for atoms 1 to 8, given in e: -0.478 -0.183 -0.134 -0.254 -0.395 -0.036 0.221 0.228

---

This record from OMol25 describes C42H63ClCsIN8O4SSe as an isolated structure. The level of theory is ωB97M-V/def2-TZVPD.

Computed properties:
E_HOMO: -2.36 eV
Charge: -2
HOMO-LUMO gap: 5.44 eV
Molecular weight: 1150.31 g mol⁻¹
ΔE to the lowest compared entry with this formula, charge and spin: 9.04 kcal/mol

Geometry as XYZ:
```
122
C42H63ClCsIN8O4SSe (ωB97M-V/def2-TZVPD)
Cs -2.71 1.65 -0.59
C 4.21 -4.51 -0.50
C 3.46 -4.43 0.83
C 4.43 -4.04 1.95
C 2.88 -5.81 1.16
C 2.37 -3.36 0.72
C 1.02 -3.63 0.92
C 0.11 -2.59 0.80
N 0.44 -1.34 0.51
C 1.74 -1.06 0.34
C 2.71 -2.05 0.44
C 2.09 0.37 0.10
C 3.35 0.75 -0.34
C 3.66 2.10 -0.51
C 2.66 3.01 -0.22
C 1.42 2.55 0.20
N 1.13 1.27 0.36
C 5.05 2.50 -1.00
C 5.19 4.01 -1.15
C 5.31 1.85 -2.37
C 6.10 2.01 0.00
H 4.99 -5.28 -0.44
H 4.69 -3.57 -0.75
H 3.53 -4.78 -1.31
H 5.22 -4.80 2.05
H 3.91 -3.96 2.91
H 4.91 -3.08 1.75
H 3.69 -6.53 1.22
H 2.18 -6.14 0.38
H 2.35 -5.80 2.11
H 0.65 -4.61 1.16
H -0.95 -2.77 0.95
H 3.75 -1.78 0.32
H 4.09 0.00 -0.57
H 2.81 4.08 -0.32
H 0.63 3.25 0.45
H 4.47 4.41 -1.87
H 6.19 4.25 -1.52
H 5.05 4.52 -0.20
H 4.57 2.18 -3.10
H 5.27 0.76 -2.31
H 6.30 2.13 -2.74
H 5.92 2.45 0.99
H 7.10 2.29 -0.33
H 6.07 0.93 0.11
O -0.04 0.08 3.17
H 0.12 0.20 2.22
H -0.34 0.97 3.44
N -5.62 1.08 0.24
C -6.53 1.62 -0.25
N -7.62 2.17 -0.68
C -7.67 2.82 -1.83
N -7.84 3.40 -2.81
N -4.05 -0.60 2.13
C -3.23 -1.66 2.10
O -3.06 -2.36 1.11
C -2.51 -1.91 3.42
I -2.13 -3.98 3.74
H -4.51 -0.26 1.28
H -4.02 0.04 2.90
H -3.10 -1.57 4.27
H -1.55 -1.40 3.41
C -3.12 7.44 6.73
C -2.66 6.40 5.74
C -3.27 5.16 5.66
C -2.85 4.19 4.75
C -3.56 2.87 4.71
C -1.78 4.46 3.88
Se -1.16 3.14 2.65
C -1.16 5.72 3.95
C -0.02 6.07 3.04
C -1.61 6.66 4.87
H -4.01 7.10 7.27
H -3.36 8.39 6.24
H -2.34 7.64 7.48
H -4.10 4.93 6.32
H -4.35 2.83 5.47
H -2.86 2.05 4.88
H -4.00 2.70 3.72
H -0.31 5.96 1.99
H 0.81 5.38 3.19
H 0.32 7.10 3.21
H -1.12 7.64 4.90
C -0.13 -1.75 -5.92
C 0.94 -1.34 -4.90
C 0.46 -0.36 -3.83
C -0.40 -0.97 -2.73
N -1.69 -1.41 -3.23
C -2.34 -2.53 -2.90
S -3.68 -3.06 -3.77
N -1.82 -3.21 -1.84
C -2.43 -4.41 -1.28
C -2.04 -5.69 -2.02
C -0.61 -6.18 -1.79
C 0.47 -5.27 -2.38
H 0.31 -2.34 -6.72
H -0.59 -0.87 -6.36
H -0.93 -2.34 -5.46
H 1.77 -0.88 -5.44
H 1.35 -2.23 -4.41
H -0.10 0.46 -4.28
H 1.33 0.09 -3.34
H -0.51 -0.25 -1.92
H 0.13 -1.84 -2.32
H -2.19 -0.74 -3.81
H -1.29 -2.66 -1.19
H -3.51 -4.30 -1.29
H -2.12 -4.45 -0.23
H -2.21 -5.53 -3.08
H -2.74 -6.47 -1.70
H -0.51 -7.17 -2.24
H -0.44 -6.31 -0.71
H 0.27 -5.05 -3.42
H 1.45 -5.75 -2.32
H 0.54 -4.32 -1.85
Cl -2.99 1.87 -6.21
C -3.23 2.99 -4.83
C -2.55 2.54 -3.52
O -2.42 3.46 -2.68
O -2.23 1.34 -3.38
H -4.30 3.07 -4.65
H -2.84 3.96 -5.12
```

Here are the Mulliken charges for atoms 1 to 8, given in e: 1.132 -1.437 2.193 -1.788 -1.996 0.312 -0.358 -0.633

---

This record from OMol25 describes C41H43N8O2SSn as an isolated structure. The level of theory is ωB97M-V/def2-TZVPD.

Computed properties:
E_HOMO: -16.19 eV
Charge: +3
HOMO-LUMO gap: 7.03 eV
Molecular weight: 830.63 g mol⁻¹
ΔE to the lowest compared entry with this formula, charge and spin: 0.00 kcal/mol

Geometry as XYZ:
```
96
C41H43N8O2SSn (ωB97M-V/def2-TZVPD)
Sn 0.63 0.19 0.49
C 4.18 -1.72 -1.63
O 4.53 -1.28 -0.26
C 3.48 -0.70 0.22
N 2.43 -0.56 -0.53
C 2.88 -0.95 -1.92
C 1.92 -1.67 -2.83
C 0.56 -1.37 -2.86
C -0.28 -1.94 -3.80
C 0.23 -2.82 -4.74
C 1.58 -3.13 -4.73
C 2.42 -2.56 -3.78
C 3.55 -0.06 1.54
C 4.65 -0.04 2.37
C 4.58 0.74 3.53
C 3.42 1.45 3.80
C 2.36 1.34 2.91
N 2.43 0.61 1.81
C 1.02 1.93 3.12
N 0.07 1.64 2.33
C -1.17 2.21 2.96
C -0.60 3.06 4.12
O 0.82 2.67 4.18
C -2.14 2.97 2.09
C -1.96 3.16 0.73
C -2.95 3.78 -0.02
C -4.10 4.26 0.58
C -4.27 4.10 1.96
C -3.30 3.45 2.70
H 5.01 -1.43 -2.27
H 4.06 -2.80 -1.61
H 3.12 0.00 -2.41
H 0.14 -0.69 -2.12
H -1.34 -1.70 -3.80
H -0.42 -3.26 -5.49
H 1.99 -3.81 -5.46
H 3.48 -2.80 -3.81
H 5.54 -0.61 2.11
H 5.42 0.78 4.20
H 3.32 2.07 4.68
H -1.71 1.35 3.37
H -0.63 4.13 3.91
H -1.03 2.85 5.09
H -1.05 2.81 0.26
H -2.82 3.89 -1.09
H -4.87 4.74 0.00
H -5.15 4.49 2.44
H -3.45 3.31 3.77
C 1.33 -2.73 1.89
N 0.55 -1.57 2.36
C 1.03 -1.26 3.72
C -0.89 -1.91 2.46
C -1.80 -1.19 1.51
C -3.18 -1.40 1.61
C -4.06 -0.81 0.71
C -3.59 -0.02 -0.33
C -2.22 0.21 -0.45
C -1.38 -0.36 0.50
H 1.27 -3.56 2.60
H 2.38 -2.46 1.79
H 0.95 -3.06 0.93
H 0.85 -2.11 4.39
H 0.52 -0.39 4.13
H 2.11 -1.09 3.71
H -1.24 -1.71 3.47
H -1.03 -2.98 2.30
H -3.56 -2.05 2.39
H -5.12 -1.00 0.81
H -4.28 0.43 -1.03
H -1.84 0.83 -1.26
C -0.03 5.79 -1.57
N 0.58 4.53 -1.12
C 0.35 3.35 -1.65
S 1.37 2.04 -1.02
N -0.48 3.24 -2.67
C -0.75 2.06 -3.49
H 0.23 6.56 -0.85
H -1.11 5.70 -1.59
H 0.35 6.07 -2.55
H 1.26 4.57 -0.38
H -0.86 4.11 -3.02
H -0.33 1.18 -3.01
H -0.31 2.18 -4.47
H -1.83 1.94 -3.59
N -1.89 -7.03 -4.19
C -1.60 -6.21 -3.43
C -1.22 -5.20 -2.48
C 0.10 -5.09 -2.06
C 0.42 -4.08 -1.17
N -0.46 -3.19 -0.70
C -1.73 -3.32 -1.10
C -2.16 -4.30 -1.98
H 0.85 -5.78 -2.41
H 1.44 -3.99 -0.82
H -2.44 -2.61 -0.70
H -3.19 -4.37 -2.28
```

Here are the Mulliken charges for atoms 1 to 8, given in e: 0.827 -0.923 -0.372 -0.368 0.807 -0.225 0.247 1.343

---

Look up the molecular weight of the fifth one.
103.51 g mol⁻¹

---

Which of these has the lowest ΔE to the lowest compared entry with this formula, charge and spin?
C41H43N8O2SSn

---

Number 9 is which compound?
C42H63ClCsIN8O4SSe

---

Look up the molecular weight of the first one.
630.50 g mol⁻¹